Record 1
Below is a molecular structure, C51H72BClN13STi, with properties calculated with ωB97M-V with the def2-TZVPD basis set.

Positions of all 140 atoms, in Å:
Ti: 0.80088 -0.45911 -0.33592
C: 2.03178 3.39287 3.63926
C: 2.11984 2.06540 2.96417
C: 3.09117 1.11601 3.15307
C: 2.77930 0.05475 2.29752
N: 1.64643 0.33960 1.62006
N: 1.25840 1.59660 2.04334
B: -0.12605 2.32176 1.91569
N: -1.28880 1.32520 1.80435
N: -1.80455 0.73004 0.68925
C: -2.97241 0.19520 1.05983
C: -3.18849 0.41967 2.42848
C: -2.09885 1.11973 2.87101
C: -1.86918 1.56958 4.27747
C: -4.04523 -0.51802 0.25420
C: -3.70671 -0.80224 -1.20633
C: -4.33561 -1.86993 0.93521
C: -5.30764 0.36135 0.29112
N: -0.16060 3.53174 0.94866
N: 0.56658 3.71087 -0.17665
C: 0.28793 4.92276 -0.63954
C: -0.62563 5.56068 0.21771
C: -0.88172 4.64953 1.21720
C: -1.78354 4.82716 2.39335
C: 0.89905 5.50905 -1.89022
C: 2.12650 6.33642 -1.48303
C: -0.12750 6.41605 -2.57900
C: 1.31770 4.41405 -2.87227
C: 3.70464 -1.14550 2.25299
C: 5.13232 -0.64079 1.98225
C: 3.65954 -1.82987 3.62765
C: 3.35575 -2.14908 1.17130
H: 2.98024 3.59594 4.13305
H: 1.81427 4.19320 2.93103
H: 1.24580 3.39643 4.39679
H: 3.91760 1.17908 3.83900
H: -0.28159 2.83731 2.97500
H: -4.02005 0.09600 3.02995
H: -2.52469 0.99658 4.93145
H: -0.83943 1.41557 4.59644
H: -2.11295 2.62703 4.39940
H: -3.07431 -1.68555 -1.26544
H: -3.22870 0.05409 -1.68141
H: -4.62238 -1.02455 -1.75779
H: -3.40267 -2.39831 1.13656
H: -4.85271 -1.73410 1.88520
H: -4.96622 -2.48675 0.28990
H: -5.11947 1.30558 -0.22469
H: -6.13784 -0.14831 -0.20298
H: -5.60531 0.58423 1.31455
H: -1.04231 6.55102 0.14238
H: -2.20322 5.83095 2.37218
H: -2.59985 4.10181 2.37878
H: -1.23871 4.69870 3.33017
H: 1.85130 7.09191 -0.74513
H: 2.88517 5.68657 -1.04395
H: 2.55846 6.84144 -2.35054
H: -0.34168 7.30326 -1.98117
H: 0.25509 6.74845 -3.54595
H: -1.06245 5.87754 -2.74356
H: 2.03811 3.73625 -2.41506
H: 0.44364 3.84003 -3.18339
H: 1.76776 4.85845 -3.76268
H: 5.50726 -0.03156 2.80551
H: 5.80873 -1.48837 1.85603
H: 5.15759 -0.03894 1.07090
H: 3.90577 -1.13283 4.42950
H: 2.66625 -2.23604 3.81567
H: 4.37946 -2.65071 3.65704
H: 3.59333 -1.73724 0.19458
H: 3.94378 -3.06003 1.30188
H: 2.30928 -2.42474 1.23556
C: 2.02858 -6.01954 -1.59747
C: 1.40609 -5.38670 -0.53271
C: 1.34269 -4.00586 -0.46425
C: 1.91516 -3.21974 -1.46222
C: 2.56046 -3.86611 -2.52541
C: 2.60208 -5.24443 -2.59783
N: 1.94777 -1.80860 -1.32548
N: 2.83852 -1.27607 -2.14264
C: 3.25336 -0.03877 -1.85781
C: 4.29401 0.52444 -2.62186
C: 4.82474 1.72575 -2.23075
C: 4.31682 2.34761 -1.08607
C: 3.26023 1.76362 -0.42065
N: 2.72033 0.59789 -0.78665
H: 2.05767 -7.10026 -1.64838
H: 0.97102 -5.97760 0.26414
H: 0.86056 -3.54241 0.38727
H: 3.01280 -3.26632 -3.29908
H: 3.08390 -5.72117 -3.44214
H: 4.64845 -0.02188 -3.48377
H: 5.62148 2.18893 -2.79757
H: 4.73168 3.27941 -0.73145
H: 2.82167 2.26589 0.42569
Cl: -0.00954 -0.09428 -4.88788
C: -1.21912 0.80779 -3.99182
C: -2.36598 1.16622 -4.68070
C: -3.31719 1.95652 -4.05959
C: -3.07644 2.41563 -2.77158
C: -1.92225 2.05795 -2.10220
C: -0.96608 1.19604 -2.66581
C: 0.28720 0.87508 -1.95499
H: -2.48868 0.85435 -5.70913
H: -4.22430 2.22480 -4.58432
H: -3.79064 3.07507 -2.29415
H: -1.73657 2.44275 -1.11188
H: 0.56270 1.75692 -1.36332
H: 1.06502 0.67315 -2.69285
C: -2.48441 -4.27369 5.54320
C: -1.33752 -4.08130 4.59667
C: -0.15312 -4.80748 4.72389
C: 0.80892 -4.57981 3.76057
N: 0.65221 -3.69718 2.78045
C: -0.48751 -2.99149 2.77146
S: -0.77488 -1.78272 1.56541
N: -1.49518 -3.18167 3.63550
H: -2.42100 -5.24216 6.03691
H: -3.42372 -4.18909 5.00058
H: -2.46687 -3.48948 6.30221
H: -0.01119 -5.51933 5.52448
H: 1.75264 -5.11897 3.75604
C: -2.32685 -4.02347 -1.89716
C: -1.75059 -3.18868 -3.04124
C: -2.83561 -2.31049 -3.67912
C: -1.18548 -4.13071 -4.10374
N: -0.59687 -2.39197 -2.57184
N: -0.79029 -1.66257 -1.37058
H: -3.01581 -4.76376 -2.30443
H: -2.87854 -3.42028 -1.17361
H: -1.52567 -4.55191 -1.38416
H: -3.71499 -2.91014 -3.92224
H: -2.45694 -1.86368 -4.60062
H: -3.14481 -1.50440 -3.01472
H: -1.99283 -4.69581 -4.57155
H: -0.48390 -4.82336 -3.64818
H: -0.65644 -3.56560 -4.87506
H: -0.31431 -1.75298 -3.30324
H: -1.05559 -2.33743 -0.65230
H: -1.55869 -0.99537 -1.45319

Results
DFT total energy (eV): -120578.81998
2S+1: 2
HOMO-LUMO gap (alpha / beta) (eV): 6.55 / 5.93
⟨S²⟩: 0.77
HOMO energy (alpha / beta) (Eh): -0.2723 / -0.2784
LUMO energy (alpha / beta) (eV): -0.86 / -1.65
Energy above the lowest of the compared OMol25 structures with the same formula, charge and spin (kJ/mol): 137.9
Maximum force (eV/A): 1.12



Record 2
Below is 2 unconnected molecules or ions with the total composition C40H39N2, with properties calculated with ωB97M-V with the def2-TZVPD basis set.

Positions of all 81 atoms, in Å:
C: 3.06714 -0.48814 5.63257
C: 2.50088 -0.93167 4.33128
C: 1.30191 -1.63115 4.31412
C: 0.76020 -2.09904 3.12259
C: -0.55688 -2.79757 3.18606
C: 1.43468 -1.81382 1.92196
N: 0.89403 -2.24040 0.67870
C: 0.46821 -1.38882 -0.27836
N: 0.02243 -2.11804 -1.31176
C: -0.63025 -1.55029 -2.42481
C: -0.01047 -0.49635 -3.12831
C: 1.30803 0.08947 -2.73821
C: -0.65773 0.02735 -4.24138
C: -1.89395 -0.46218 -4.64954
C: -2.50630 0.11386 -5.87858
C: -2.51799 -1.47257 -3.92233
C: -1.88714 -2.04124 -2.81953
C: -2.60730 -3.08665 -2.04555
C: 0.39975 -3.54594 -1.19218
C: 1.13430 -3.59366 0.11795
C: 2.64775 -1.10523 1.93117
C: 3.37834 -0.78295 0.67418
C: 3.17562 -0.67249 3.14363
H: 3.99499 0.05012 5.44563
H: 2.37750 0.16851 6.17035
H: 3.27719 -1.34005 6.28697
H: 0.78103 -1.82854 5.24987
H: -0.87211 -3.17200 2.21216
H: -0.51233 -3.64472 3.88474
H: -1.33373 -2.11813 3.56442
H: 1.64259 0.74520 -3.55699
H: 1.22742 0.69915 -1.82771
H: 2.10395 -0.65242 -2.57550
H: -0.18853 0.82745 -4.81976
H: -3.48410 -0.33847 -6.04153
H: -2.62757 1.19925 -5.79139
H: -1.87579 -0.07172 -6.75737
H: -3.50392 -1.82266 -4.24479
H: -3.57965 -3.23957 -2.52103
H: -2.10297 -4.05543 -2.05145
H: -2.78004 -2.80488 -1.00099
H: -0.48186 -4.17829 -1.17657
H: 1.06474 -3.83613 -2.01346
H: 2.20532 -3.73540 -0.07039
H: 0.77130 -4.36131 0.79475
H: 4.32165 -0.30554 0.96116
H: 3.62535 -1.67203 0.07829
H: 2.82519 -0.08674 0.02897
H: 4.13102 -0.13884 3.17473
C: -0.54243 1.85559 0.43112
C: -1.14462 1.26164 1.59729
C: -2.08419 0.21966 1.45867
C: -2.95278 -0.06772 2.50840
C: -2.78359 0.53417 3.76693
C: -1.70381 1.40678 3.95776
C: -0.91650 1.81281 2.88724
C: 0.71804 2.55256 0.45273
C: 0.83727 3.32037 -0.75185
C: 1.89778 4.18735 -0.93468
C: 2.87959 4.27085 0.06361
C: 2.82046 3.43360 1.19668
C: 1.72574 2.58749 1.41107
C: -0.34343 3.06590 -1.55702
C: -1.19088 2.15134 -0.83350
C: -2.43950 1.82580 -1.35276
C: -2.79384 2.32765 -2.61328
C: -1.99342 3.27545 -3.27859
C: -0.74896 3.63685 -2.74649
H: -2.09813 -0.33845 0.51621
H: -3.78878 -0.74100 2.32937
H: -3.49323 0.33781 4.58099
H: -1.49747 1.82093 4.94234
H: -0.16904 2.59789 3.02334
H: 1.91578 4.78638 -1.84209
H: 3.69711 4.98729 -0.02025
H: 3.61494 3.45011 1.94425
H: 1.62562 1.94981 2.29003
H: -3.10729 1.19986 -0.76317
H: -3.72794 1.99713 -3.06969
H: -2.35980 3.73939 -4.19827
H: -0.08463 4.35541 -3.22315

Results
Charge: +1
DFT total energy (eV): -45086.70193
HOMO-LUMO gap (eV): 4.89
HOMO energy (Eh): -0.3798
LUMO energy (eV): -5.45
Energy above the lowest of the compared OMol25 structures with the same formula, charge and spin (kJ/mol): 57.6
Maximum force (eV/A): 1.61